[1]
C30H39F3O3SSb2Se4SiZn as an isolated structure at a distorted geometry, computed with the ωB97M-V functional and the def2-TZVPD basis.

Each line ends with the Löwdin charge.
CARTESIAN COORDINATES (ANGSTROEM)
H 1.16 -3.06 -0.34  0.08
H 3.52 1.51 5.49  0.08
C 2.95 0.43 3.70  -0.65
H 0.64 -5.26 2.42  0.08
C -4.07 3.37 -3.32  -0.13
C 0.42 -3.35 3.41  -0.65
H -0.90 -4.44 2.09  0.09
H 4.85 -0.86 -0.41  0.08
C 1.45 -3.64 4.50  -0.03
Sb -2.18 1.74 -1.40  1.38
H 2.63 3.24 -2.85  0.11
H 2.64 -0.01 5.79  0.08
H 0.48 3.34 -1.61  0.02
Si 1.38 -1.15 1.96  -0.14
H -5.40 4.43 -4.65  0.11
H -1.22 -3.01 4.77  0.09
Se -6.55 2.33 -0.32  -0.36
C -4.64 -1.77 -2.44  -0.01
H -3.98 -0.69 -0.71  0.06
Sb -5.09 2.99 1.47  0.19
H 3.12 1.32 1.74  0.08
C 3.05 -2.01 -0.12  -0.64
Se -3.31 1.11 1.65  -0.26
H 2.15 -3.00 -1.82  0.08
Zn -0.91 1.95 1.59  -0.27
H -0.31 -1.54 4.35  0.08
C 2.08 1.44 -3.87  -0.30
C -0.06 0.52 -3.40  -0.12
H 2.24 -4.28 4.10  0.08
C 0.64 2.55 -2.33  -0.12
C -0.34 1.58 -2.54  -0.34
H 2.07 2.22 2.84  0.06
H 1.77 1.42 5.20  0.09
C -0.71 -2.48 3.96  -0.05
H 1.27 -1.56 -1.27  0.07
H -0.64 -5.22 3.66  0.08
O 1.10 -2.74 2.31  -0.17
H -5.18 -2.53 -1.88  0.11
C -4.50 4.47 -4.05  -0.02
C -3.31 0.18 -3.91  -0.15
C 1.83 -2.44 -0.94  -0.04
H 3.48 -0.33 -1.40  0.09
C 2.71 0.87 5.14  -0.04
H 4.42 -0.70 2.59  0.07
H -1.37 4.73 -1.79  0.04
H 3.84 2.29 3.05  0.09
H 1.89 -2.70 4.84  0.07
H 3.10 -3.74 1.16  0.07
C -3.28 0.24 -2.51  -0.37
H -0.78 -0.28 -3.54  0.09
H 0.98 -4.14 5.35  0.08
F -4.18 6.72 -4.68  0.02
H -4.00 -0.91 -5.65  0.11
C -3.77 5.64 -3.97  -0.30
Se -0.50 4.10 1.04  -0.32
C 4.00 -1.20 -1.00  -0.03
H -2.80 0.94 -4.49  0.10
O 1.83 -0.39 3.36  -0.16
C -3.96 -0.74 -1.79  -0.11
C 4.25 -0.37 3.62  -0.03
C 1.86 2.49 -3.01  -0.02
C -0.16 -4.65 2.86  -0.04
C 3.00 1.64 2.78  -0.03
Se -5.08 0.99 3.25  -0.17
C -4.62 -1.80 -3.81  -0.29
C -2.92 3.43 -2.54  -0.35
C -2.23 4.64 -2.45  -0.12
C 1.16 0.44 -4.08  -0.03
H 4.19 -1.25 4.26  0.08
H 1.38 -0.37 -4.75  0.11
C -3.98 -0.85 -4.57  -0.03
C 3.76 -3.23 0.46  -0.03
H 5.10 0.24 3.94  0.08
H -2.12 6.70 -3.11  0.11
S -0.31 -0.29 1.14  0.29
H 4.04 -3.92 -0.34  0.08
H 4.66 -2.91 1.00  0.08
F 3.27 1.37 -4.53  0.02
C -2.65 5.75 -3.18  -0.02
H 4.36 -1.81 -1.83  0.08
F -5.27 -2.81 -4.46  0.02
H -1.43 -2.24 3.18  0.07
O 2.68 -1.13 0.95  -0.16
H -4.67 2.46 -3.34  0.08

Energy relative to the best compared isomer or geometry (same formula, charge and spin) in eV: 1.694
Energy in hartree: -14245.4878
E_LUMO in eV: 3.932
Molar mass in g mol⁻¹: 1189.5
HOMO-LUMO gap in eV: 5.5
Net charge: -2

***

[2]
An isolated molecule of C6H7I at a distorted geometry, computed with the ωB97M-V functional and the def2-TZVPD basis.

Each line ends with the Löwdin charge.
CARTESIAN COORDINATES (ANGSTROEM)
C -0.86 -0.31 -0.07  -0.21
H -2.10 -1.04 -1.73  0.11
H -1.27 -2.23 -0.81  0.10
I 3.20 -0.39 1.03  0.70
C -0.40 -0.01 1.36  -0.09
C -1.83 -1.28 -0.61  -0.05
C 0.23 0.39 0.01  -0.24
C 2.66 1.39 -0.10  -0.42
H -0.83 0.82 1.84  0.06
H 0.90 2.34 -0.72  0.11
H 0.01 -0.72 2.11  0.07
C 1.25 1.29 -0.61  -0.37
H 1.69 1.07 -1.75  0.18
H -2.67 -1.32 0.05  0.07

Energy relative to the best compared isomer or geometry (same formula, charge and spin) in eV: 5.188
Energy in hartree: -530.2752
E_LUMO in eV: -0.575
Molar mass in g mol⁻¹: 206.0
HOMO-LUMO gap in eV: 8.0
Net charge: 0

***

[3]
A 2-piece molecular cluster, CH2Cl2O3 overall at a distorted geometry, computed with the ωB97M-V functional and the def2-TZVPD basis.

Each line ends with the Löwdin charge.
CARTESIAN COORDINATES (ANGSTROEM)
H 0.29 1.11 1.23  0.16
O -1.29 1.60 -0.07  -0.55
C 0.02 1.44 0.15  -0.43
O 0.76 1.87 -0.69  0.09
O 0.95 -1.88 -0.83  -0.51
H 1.13 -2.61 -1.38  -0.02
Cl -2.49 1.16 0.92  0.72
Cl 0.62 -2.68 0.67  0.53

Energy relative to the best compared isomer or geometry (same formula, charge and spin) in eV: 2.860
Energy in hartree: -1185.2619
SMILES: O=COCl.OCl
E_LUMO in eV: -0.456
Molar mass in g mol⁻¹: 132.9
HOMO-LUMO gap in eV: 10.5
Net charge: 0

***

[4]
A 2-piece molecular cluster, C3H5BrS overall at a distorted geometry, computed with the ωB97M-V functional and the def2-TZVPD basis.

Each line ends with the Löwdin charge.
CARTESIAN COORDINATES (ANGSTROEM)
H 0.38 2.48 -0.78  0.06
H -0.66 0.83 -0.76  0.00
C 0.03 1.54 -0.39  -0.07
H -0.15 0.16 0.73  -0.06
S 0.48 -3.15 -0.25  0.75
C -0.16 -1.73 -0.13  -0.97
H 1.50 1.09 1.25  0.10
Br -2.28 -1.25 0.17  0.41
C 0.61 0.88 0.58  -0.12
H 0.26 -0.86 -0.42  -0.11

Energy relative to the best compared isomer or geometry (same formula, charge and spin) in eV: 3.342
Energy in hartree: -3089.3662
SMILES: S=CBr.C=C
E_LUMO in eV: -1.020
Molar mass in g mol⁻¹: 153.0
HOMO-LUMO gap in eV: 8.6
Net charge: 0